Record 1
{
  "formula": "C20H18MoN5S4",
  "method": "the ωB97M-V functional and the def2-TZVPD basis",
  "symbols": ["Mo", "C", "C", "C", "C", "C", "N", "C", "C", "C", "C", "C", "C", "C", "N", "C", "C", "C", "N", "C", "C", "N", "C", "C", "C", "N", "H", "H", "H", "H", "H", "H", "H", "H", "H", "H", "H", "H", "H", "H", "H", "H", "H", "H", "S", "S", "S", "S"],
  "positions_angstrom": [[-1.71, 0.32, 0.22], [-1.47, -1.68, 6.69], [-1.35, -1.65, 5.20], [-1.98, -2.61, 4.40], [-1.88, -2.58, 3.03], [-1.14, -1.56, 2.40], [-1.10, -1.51, 0.98], [-0.70, -2.64, 0.38], [0.06, -3.62, 1.11], [0.50, -4.77, 0.54], [0.24, -5.03, -0.82], [0.78, -6.26, -1.46], [-0.45, -4.07, -1.57], [-0.91, -2.90, -1.01], [-1.64, -2.02, -1.82], [-2.17, -2.30, -3.03], [-2.55, -1.12, -3.63], [-2.22, -0.14, -2.72], [-1.67, -0.67, -1.60], [-0.54, -0.57, 3.19], [-0.63, -0.63, 4.56], [0.22, 0.46, 2.58], [1.32, 1.07, 3.04], [1.64, 2.11, 2.19], [0.65, 2.10, 1.23], [-0.22, 1.09, 1.45], [-1.45, -2.70, 7.06], [-0.69, -1.10, 7.17], [-2.43, -1.25, 6.98], [-2.56, -3.39, 4.88], [-2.40, -3.31, 2.43], [0.35, -3.38, 2.13], [1.09, -5.47, 1.12], [0.82, -7.09, -0.77], [0.21, -6.54, -2.35], [1.81, -6.06, -1.79], [-0.58, -4.26, -2.63], [-2.25, -3.31, -3.40], [-3.01, -1.00, -4.60], [-2.36, 0.92, -2.80], [-0.15, 0.14, 5.16], [1.81, 0.72, 3.94], [2.47, 2.79, 2.27], [0.51, 2.76, 0.39], [-3.64, 0.00, 1.30], [-5.01, 1.51, 1.09], [-4.11, 3.04, 0.17], [-2.32, 2.46, -0.44]],
  "multiplicity": 1,
  "homo_lumo_gap_ev": [5.1, 5.1],
  "e_above_lowest_ev": 0.000,
  "charge": 3
}

***

Record 2
{
  "formula": "C20H18N2O2RhS4",
  "method": "the ωB97M-V functional and the def2-TZVPD basis",
  "symbols": ["Rh", "S", "C", "S", "S", "C", "O", "C", "C", "C", "C", "C", "C", "N", "C", "C", "C", "C", "C", "C", "C", "O", "H", "H", "H", "H", "H", "H", "H", "H", "H", "H", "H", "H", "H", "S", "C", "N", "C", "C", "C", "C", "H", "H", "H", "H", "H"],
  "positions_angstrom": [[0.07, -0.90, 0.50], [-0.77, -4.85, 2.40], [-0.52, -3.41, 1.73], [0.27, -2.00, 2.41], [-0.91, -2.84, 0.14], [2.53, 3.17, -2.75], [1.24, 3.09, -2.14], [1.20, 2.97, -0.78], [2.31, 2.84, 0.04], [2.12, 2.74, 1.42], [0.85, 2.78, 1.98], [-0.26, 2.92, 1.15], [-0.07, 2.99, -0.21], [-1.15, 3.18, -1.13], [-2.42, 2.88, -1.06], [-3.14, 1.99, -0.23], [-4.54, 2.19, -0.16], [-5.33, 1.38, 0.60], [-4.72, 0.30, 1.28], [-3.38, 0.04, 1.19], [-2.55, 0.87, 0.41], [-1.29, 0.63, 0.26], [2.34, 3.27, -3.82], [3.10, 2.26, -2.56], [3.08, 4.04, -2.38], [3.31, 2.82, -0.37], [2.99, 2.64, 2.06], [0.72, 2.73, 3.05], [-1.25, 2.96, 1.57], [-0.87, 3.70, -1.95], [-3.01, 3.40, -1.81], [-4.98, 3.03, -0.69], [-6.39, 1.54, 0.68], [-5.34, -0.36, 1.88], [-2.94, -0.81, 1.70], [2.14, -1.45, -0.36], [2.35, -3.19, -0.42], [2.40, -3.87, 0.74], [2.50, -5.21, 0.84], [2.62, -5.96, -0.30], [2.62, -5.30, -1.53], [2.48, -3.93, -1.59], [2.26, -3.33, 1.60], [2.48, -5.61, 1.84], [2.70, -7.04, -0.23], [2.71, -5.87, -2.44], [2.45, -3.41, -2.54]],
  "multiplicity": 1,
  "homo_lumo_gap_ev": 6.8,
  "charge": 1
}

***

Record 3
{
  "formula": "C20H18N3O4",
  "method": "the ωB97M-V functional and the def2-TZVPD basis",
  "symbols": ["N", "C", "C", "C", "C", "C", "C", "C", "N", "O", "O", "C", "C", "H", "H", "H", "H", "H", "H", "C", "C", "O", "C", "C", "N", "C", "C", "C", "C", "C", "C", "C", "O", "H", "H", "H", "H", "H", "H", "H", "H", "H", "H", "H", "H"],
  "positions_angstrom": [[-5.78, 2.07, 1.93], [-4.63, 1.89, 1.87], [-3.21, 1.67, 1.82], [-2.70, 0.36, 1.91], [-1.34, 0.15, 1.88], [-0.44, 1.24, 1.73], [0.98, 0.99, 1.65], [1.96, 1.95, 1.63], [3.30, 1.55, 1.65], [3.51, 0.30, 1.68], [4.24, 2.39, 1.67], [-0.96, 2.54, 1.66], [-2.33, 2.75, 1.69], [-3.39, -0.48, 2.01], [-0.93, -0.86, 1.99], [1.28, -0.03, 1.87], [1.75, 3.02, 1.63], [-0.28, 3.39, 1.59], [-2.73, 3.76, 1.64], [-1.41, 3.97, -2.97], [-1.28, 2.47, -3.01], [-0.38, 2.09, -1.93], [-0.20, 0.75, -1.88], [0.79, 0.35, -0.85], [0.94, -0.92, -0.69], [1.60, -1.74, 0.05], [1.52, -3.17, -0.15], [1.73, -4.05, 0.93], [1.69, -5.42, 0.73], [1.47, -5.94, -0.55], [1.22, -5.07, -1.63], [1.21, -3.69, -1.42], [-0.79, -0.04, -2.60], [-2.10, 4.30, -3.76], [-1.80, 4.31, -2.01], [-0.44, 4.46, -3.15], [-2.25, 1.99, -2.86], [-0.86, 2.14, -3.97], [1.52, 1.13, -0.57], [2.24, -1.38, 0.88], [1.91, -3.61, 1.92], [1.84, -6.10, 1.58], [1.48, -7.02, -0.71], [1.04, -5.48, -2.62], [0.97, -3.00, -2.23]],
  "multiplicity": 1,
  "homo_lumo_gap_ev": 4.7,
  "charge": -1
}

***

Record 4
{
  "formula": "C20H18NO2S2",
  "method": "the ωB97M-V functional and the def2-TZVPD basis",
  "symbols": ["C", "C", "C", "C", "C", "S", "N", "C", "C", "C", "C", "C", "C", "C", "O", "O", "C", "C", "H", "H", "H", "H", "H", "H", "H", "H", "H", "H", "H", "H", "H", "S", "C", "C", "C", "C", "C", "C", "H", "H", "H", "H", "H"],
  "positions_angstrom": [[-3.88, -2.05, -4.69], [-2.97, -2.01, -3.49], [-3.09, -2.97, -2.48], [-2.25, -2.96, -1.38], [-1.28, -1.96, -1.27], [-0.09, -2.02, 0.08], [-0.86, -1.06, 1.29], [-0.31, -0.92, 2.44], [-0.92, -0.08, 3.47], [-0.28, 0.11, 4.71], [-0.84, 0.91, 5.69], [-2.08, 1.53, 5.46], [-2.74, 1.35, 4.23], [-2.16, 0.55, 3.23], [-0.03, -3.39, 0.54], [1.10, -1.33, -0.34], [-1.14, -0.99, -2.27], [-1.99, -1.02, -3.37], [-3.67, -1.24, -5.38], [-3.78, -3.00, -5.23], [-4.93, -1.97, -4.38], [-3.86, -3.74, -2.58], [-2.33, -3.72, -0.61], [0.63, -1.42, 2.73], [0.67, -0.41, 4.87], [-0.32, 1.06, 6.64], [-2.53, 2.16, 6.23], [-3.70, 1.83, 4.06], [-2.66, 0.41, 2.27], [-0.37, -0.23, -2.19], [-1.90, -0.27, -4.15], [1.56, -3.38, 4.13], [3.14, -3.06, 3.75], [3.86, -3.87, 2.82], [5.15, -3.52, 2.44], [5.77, -2.38, 2.98], [5.09, -1.60, 3.93], [3.81, -1.95, 4.34], [3.37, -4.75, 2.41], [5.68, -4.13, 1.71], [6.77, -2.10, 2.67], [5.57, -0.72, 4.35], [3.27, -1.36, 5.09]],
  "multiplicity": 1,
  "homo_lumo_gap_ev": 5.1,
  "charge": -1
}